52
Properties=species:S:1:pos:R:3:forces:R:3 method="wB97M-V/def2-TZVPD" total_charge=+1 lumo_energy_ev=-2.146 gap_ev=11.379
K 0.0888 -0.1327 1.7382 -0.47 0.27 -0.23
C 3.2283 -2.6785 -0.9523 1.56 0.36 0.90
O 3.3933 -3.3699 0.3460 -0.84 0.28 -0.05
P 2.0885 -3.3635 1.2657 0.45 0.99 1.28
O 1.6368 -1.9826 1.6577 0.45 -1.60 -0.87
O 1.0843 -4.2393 0.4450 -0.90 -0.07 0.38
C -0.2287 -4.4845 1.0881 0.89 2.13 0.05
O 2.3668 -4.2095 2.6210 0.27 0.67 -2.44
C 3.2218 -3.5347 3.5291 0.38 1.70 0.82
H 3.0452 -1.5917 -0.7826 0.19 -0.88 -0.08
H 2.4393 -3.1468 -1.4842 -0.81 -0.36 -0.44
H 4.1700 -2.8448 -1.5188 -0.59 0.22 0.60
H -0.8207 -3.5383 1.1060 0.44 -0.66 -0.29
H -0.0062 -4.7366 2.1073 -0.31 -0.65 0.41
H -0.7086 -5.2246 0.5077 -0.41 -0.85 -0.34
H 2.6646 -3.3751 4.4388 0.00 -0.18 0.40
H 3.6116 -2.5319 3.2463 -0.83 -0.45 -0.50
H 4.1299 -4.0521 3.6935 0.57 -1.23 0.27
C -2.5971 0.8866 -3.9683 0.62 0.52 0.05
O -2.4039 0.3495 -2.6528 -0.80 0.03 0.47
P -1.2996 -0.6677 -2.1985 -0.54 0.80 -0.51
O -1.2427 -0.7294 -0.7375 0.34 -0.21 0.66
O -1.6141 -2.0098 -2.9379 -1.11 -1.79 0.32
C -2.7079 -2.8543 -2.3463 0.95 0.11 0.24
O -0.0354 -0.1328 -2.9542 0.17 -0.33 -0.28
C 1.2121 -0.8530 -3.0442 -0.28 0.40 2.62
H -3.6542 0.9416 -4.2901 0.59 -0.37 0.56
H -1.9709 0.3536 -4.6670 -0.16 -0.35 -0.44
H -2.1721 1.8822 -3.8980 -0.25 0.33 -0.30
H -3.6151 -2.2561 -2.2415 0.13 -0.12 -0.15
H -2.3774 -3.2141 -1.3614 -0.07 0.40 -0.22
H -2.8698 -3.7596 -2.9446 0.20 0.70 -0.32
H 1.3588 -1.5380 -2.1647 -0.56 0.45 -1.06
H 1.9286 -0.0711 -2.8879 0.74 0.21 -0.41
H 1.3101 -1.3465 -3.9687 0.03 -0.56 -1.06
C -1.5720 3.3814 -0.2800 -0.20 0.23 -1.21
O -1.0656 4.3276 0.6864 0.24 -1.23 0.37
P -0.4760 3.7205 2.0608 -1.08 0.39 -0.96
O 0.1028 2.3888 1.8975 0.29 -0.47 0.09
O 0.4427 4.8725 2.5429 0.93 0.47 -0.72
C 1.5294 5.2174 1.6133 0.05 -0.33 0.25
O -1.6640 3.7731 3.0739 -0.41 0.40 -0.01
C -2.3979 5.0304 3.0317 -0.29 -0.22 1.58
H -0.7756 2.8586 -0.8295 0.07 0.36 0.35
H -2.1244 4.0011 -0.9983 0.13 -0.27 0.18
H -2.2456 2.5901 0.0691 0.10 0.42 0.61
H 2.1646 5.8489 2.2275 0.16 0.07 -0.42
H 1.1624 5.7058 0.6952 -0.07 0.01 0.68
H 2.0536 4.2969 1.3077 -0.08 0.36 0.29
H -2.9902 5.1142 2.1661 -0.69 -0.27 -1.19
H -1.7357 5.8754 3.0443 0.45 0.28 0.25
H -3.0628 5.0530 3.9022 0.37 -0.10 -0.14

***

6
Properties=species:S:1:pos:R:3:forces:R:3 method="wB97M-V/def2-TZVPD" total_charge=+1 lumo_energy_ev="-5.308 / -5.855" s_squared=12.985 gap_ev="5.005 / 7.495" spin_multiplicity=7
O -3.0556 -0.4968 -0.7420 5.64 3.53 -0.52
C -2.0559 0.1336 -0.8300 -5.57 -3.55 0.60
C 1.5681 -0.3775 0.3608 -0.38 1.42 2.69
O 1.2627 0.5080 1.2009 -0.07 -0.59 -2.06
H 2.0649 -1.2671 0.8292 -0.18 -0.12 -1.21
Dy 0.2159 1.4998 -0.8189 0.57 -0.69 0.50

***

86
Properties=species:S:1:pos:R:3:forces:R:3 method="wB97M-V/def2-TZVPD" total_charge=-1 lumo_energy_ev=2.321 gap_ev=6.318
K 0.0642 1.0659 -0.4499 -0.28 -0.25 0.45
C 1.5327 1.4358 5.9304 0.00 0.00 0.00
C 0.5806 1.0853 4.8175 0.01 -0.01 0.00
C 0.0483 -0.1992 4.6925 0.00 0.00 0.00
C -0.7758 -0.5333 3.6389 -0.05 0.04 0.03
C -1.1303 0.3881 2.6306 0.01 -0.01 -0.01
N -1.8173 0.0154 1.4992 0.09 -0.08 0.02
C -2.9630 -0.6817 1.6648 -0.07 0.06 -0.01
C -3.8339 -0.5164 2.7760 0.02 0.00 -0.01
C -5.0472 -1.1667 2.8776 -0.01 0.00 0.00
C -5.5063 -2.0362 1.8899 0.01 0.00 0.00
C -6.8510 -2.7081 1.9772 0.00 0.00 0.00
C -4.6647 -2.2349 0.8044 0.01 -0.02 0.01
C -3.4350 -1.6040 0.6974 0.02 0.00 -0.01
N -2.6007 -2.0020 -0.3918 0.04 0.00 0.04
C -2.1733 -3.2596 -0.6234 -0.02 -0.01 -0.01
C -1.5237 -3.2564 -1.8368 -0.05 -0.02 -0.01
C -1.6152 -1.9239 -2.2747 0.10 0.03 0.03
N -2.2554 -1.1711 -1.3904 -0.09 -0.02 -0.04
C -0.6328 1.6917 2.8132 0.02 0.00 0.00
C 0.2123 2.0223 3.8672 0.00 0.01 0.00
N -0.9966 2.7273 1.8999 -0.02 -0.01 0.03
C -2.2049 2.9444 1.3218 0.04 -0.03 0.04
C -2.1085 4.1273 0.6309 0.00 0.00 -0.02
C -0.7868 4.5590 0.8529 -0.01 -0.01 0.00
N -0.1227 3.7184 1.6256 -0.01 0.01 -0.04
H 1.3262 0.8479 6.8263 0.00 0.00 0.00
H 1.4589 2.4914 6.1954 0.00 0.00 0.00
H 2.5710 1.2436 5.6454 0.00 0.00 0.00
H 0.3014 -0.9551 5.4300 0.00 0.00 0.00
H -1.1545 -1.5446 3.5427 -0.01 0.00 0.00
H -3.5224 0.1542 3.5679 0.00 0.00 0.01
H -5.6660 -0.9848 3.7516 0.00 0.00 0.00
H -7.2350 -2.6783 2.9981 0.00 0.00 0.00
H -6.7964 -3.7561 1.6740 0.00 0.00 0.00
H -7.5918 -2.2232 1.3352 0.00 0.00 0.00
H -4.9540 -2.9161 0.0097 0.00 0.00 0.00
H -2.3670 -4.0412 0.0922 0.00 0.00 0.00
H -1.0491 -4.0864 -2.3313 -0.01 0.00 0.00
H -1.2156 -1.4759 -3.1704 0.02 0.00 0.01
H 0.5742 3.0411 3.9271 0.00 0.00 0.00
H -3.0078 2.2371 1.4384 0.01 -0.01 0.02
H -2.8711 4.5986 0.0351 0.00 0.00 0.00
H -0.2849 5.4281 0.4596 0.00 0.00 0.00
O 0.5482 -0.5227 -4.8194 0.01 0.07 -0.03
C 1.1230 -0.3327 -3.7291 0.07 -0.40 0.28
O 0.5977 0.0647 -2.6553 -0.10 0.31 -0.52
C 2.6131 -0.6809 -3.5901 0.02 -0.03 0.04
P 3.2676 0.2015 -2.1131 0.11 0.33 -0.06
C 2.7122 -0.7637 -0.6552 0.01 -0.02 -0.02
C 1.8059 -1.8211 -0.6907 0.05 0.00 0.02
C 1.2788 -2.3416 0.4854 0.02 0.00 -0.02
C 1.6509 -1.8175 1.7145 0.02 -0.04 -0.02
C 2.5687 -0.7761 1.7665 0.01 -0.03 0.01
C 3.0932 -0.2583 0.5918 -0.04 0.05 -0.02
C 5.0488 -0.2723 -2.1977 -0.07 -0.22 0.03
C 5.9735 0.6990 -2.5701 0.01 0.00 -0.02
C 7.3235 0.3903 -2.6899 0.00 0.01 0.00
C 7.7666 -0.8963 -2.4254 0.00 0.00 0.00
C 6.8558 -1.8737 -2.0415 0.01 0.00 0.00
C 5.5099 -1.5621 -1.9307 0.00 0.00 0.01
H 3.1753 -0.3530 -4.4657 0.00 -0.01 -0.01
H 2.7255 -1.7681 -3.5256 -0.02 0.01 0.00
H 1.4606 -2.2141 -1.6368 -0.02 0.01 -0.03
H 0.5446 -3.1351 0.4280 0.00 0.00 0.01
H 1.2084 -2.1955 2.6260 0.02 0.00 -0.01
H 2.8489 -0.3462 2.7205 -0.02 0.00 0.01
H 3.7795 0.5815 0.6371 -0.01 0.01 -0.01
H 5.6276 1.7079 -2.7648 0.00 0.00 0.00
H 8.0288 1.1583 -2.9824 0.00 0.00 0.00
H 8.8187 -1.1383 -2.5119 0.00 0.00 0.00
H 7.1971 -2.8795 -1.8282 0.00 0.00 0.00
H 4.8040 -2.3257 -1.6225 0.00 0.00 0.00
N -3.3799 1.5164 -2.0872 -0.01 0.01 0.00
N -2.6613 1.4752 -3.2922 0.00 -0.04 0.00
C -1.4809 2.0675 -3.5035 0.01 0.04 -0.03
N -0.9264 1.8629 -4.7266 0.04 -0.02 0.00
N -1.0243 2.7900 -2.4826 0.02 -0.04 -0.08
N 0.2276 3.3107 -2.5991 0.02 0.10 0.09
O 0.8525 3.3830 -1.5504 0.11 0.16 -0.13
O 0.6642 3.7390 -3.6639 -0.03 0.02 -0.02
H -3.1161 2.3710 -1.6086 -0.01 0.00 0.00
H -3.0708 0.7173 -1.5278 0.02 0.01 0.00
H -3.1341 1.0712 -4.0799 0.00 0.00 0.00
H -0.7164 0.8713 -4.9101 -0.02 -0.02 0.00
H -0.0993 2.4283 -4.8603 -0.01 0.00 0.00

***

60
Properties=species:S:1:pos:R:3:forces:R:3 method="wB97M-V/def2-TZVPD" total_charge=+1 lumo_energy_ev="-5.242 / -6.218" s_squared=2.015 gap_ev="5.138 / 4.149" spin_multiplicity=3
W -0.0557 0.4242 0.1982 -1.05 -1.84 -0.31
O -4.8191 -0.3360 -4.7789 -0.09 0.07 -0.22
C -4.0697 0.6375 -4.8183 0.61 0.02 0.87
O -3.8401 1.5892 -5.5614 -0.18 -0.11 -0.16
C -3.0889 0.6630 -3.5214 -0.47 0.16 -0.83
C -2.1017 1.6404 -3.4205 0.10 -0.15 0.22
C -1.2374 1.6149 -2.3524 0.17 0.04 -0.06
N -1.3382 0.6758 -1.3836 -0.64 0.27 -0.82
C -2.3338 -0.2565 -1.4715 -0.11 0.23 0.11
C -3.2172 -0.2967 -2.5193 0.34 -0.19 0.42
C -2.3607 -1.1296 -0.2517 -0.60 -0.29 -0.95
O -2.8966 -2.1833 -0.1506 0.02 0.17 0.25
O -1.6163 -0.5441 0.7228 0.62 0.08 0.61
H -2.0301 2.3923 -4.1959 -0.07 -0.02 -0.04
H -0.4370 2.3378 -2.2342 0.00 -0.03 0.01
H -3.9965 -1.0472 -2.5734 -0.03 0.03 -0.10
C 1.1655 -0.9268 -3.0469 -0.30 0.24 0.19
P 1.2516 -1.0173 -1.2373 0.94 -1.11 -0.57
C 3.0002 -0.8774 -0.7991 -0.22 0.29 0.04
C 3.5699 0.3885 -0.9630 0.05 -0.16 -0.06
C 4.8871 0.5979 -0.6006 0.04 0.04 -0.01
C 5.6343 -0.4475 -0.0701 -0.03 0.00 -0.02
C 5.0623 -1.6981 0.1027 0.05 -0.08 -0.01
C 3.7409 -1.9191 -0.2563 -0.20 -0.09 -0.03
C 0.5602 -2.6084 -0.7369 0.10 0.22 0.19
C 0.5339 -2.8843 0.6385 0.15 -0.03 -0.17
C -0.0742 -4.0384 1.0926 -0.05 -0.02 0.11
C -0.6738 -4.9074 0.1894 0.00 0.03 -0.05
C -0.6656 -4.6258 -1.1682 -0.02 -0.07 0.00
C -0.0478 -3.4782 -1.6387 -0.01 0.10 -0.07
H 1.7525 -1.7508 -3.4528 0.02 -0.02 0.06
H 1.5941 0.0133 -3.3909 -0.01 0.02 0.02
H 0.1322 -1.0036 -3.3876 0.01 0.05 -0.03
H 2.9852 1.2039 -1.3708 0.02 0.06 0.02
H 5.3306 1.5775 -0.7193 0.01 -0.02 -0.04
H 6.6677 -0.2846 0.2046 -0.01 0.00 0.03
H 5.6454 -2.5088 0.5182 0.00 0.00 -0.01
H 3.2849 -2.8918 -0.1165 0.07 -0.01 0.02
H 1.0177 -2.2061 1.3377 -0.03 -0.06 0.04
H -0.1007 -4.2600 2.1509 0.04 0.02 0.00
H -1.1566 -5.8067 0.5465 -0.02 0.01 0.02
H -1.1550 -5.2953 -1.8621 0.04 0.00 -0.02
H -0.0551 -3.2641 -2.6993 -0.01 -0.02 0.00
O 1.5699 0.5362 1.6426 -0.30 0.15 0.00
C 1.0356 1.6758 1.4277 1.01 1.45 1.54
O 1.0296 2.0833 0.1599 -0.25 0.33 -0.11
C 0.0946 2.3134 2.3523 0.07 0.22 -0.34
C -1.0868 2.8032 1.7663 0.20 0.40 0.13
C -2.1181 3.3148 2.5508 -0.21 -0.06 0.03
C -1.8956 3.3617 3.9051 0.14 0.00 0.06
O -2.6973 3.8497 4.8602 -0.03 -0.06 -0.20
C -1.9543 3.8149 6.0831 -0.08 0.20 0.36
O -0.7551 3.0868 5.8209 0.08 -0.13 -0.06
C -0.7054 2.8906 4.4885 0.01 0.04 -0.13
C 0.2939 2.3345 3.7443 0.01 -0.25 0.27
H -1.1713 2.8938 0.6895 0.00 -0.04 0.00
H -3.0368 3.6861 2.1198 0.02 0.01 -0.02
H -2.5363 3.3149 6.8547 0.01 -0.10 -0.10
H -1.7100 4.8352 6.3869 0.04 -0.03 -0.09
H 1.1951 1.9429 4.1947 0.01 0.01 -0.01

***

78
Properties=species:S:1:pos:R:3:forces:R:3 method="wB97M-V/def2-TZVPD" total_charge=-1 lumo_energy_ev="2.312 / 1.912" s_squared=2.009 gap_ev="7.540 / 7.140" spin_multiplicity=3
O 3.8944 3.1226 0.2960 -0.91 -0.94 -2.87
S 2.8826 2.7424 -0.7721 -1.22 1.90 4.34
O 1.7495 3.7484 -0.7489 1.80 -1.41 -1.43
In 1.8617 0.4622 -0.3147 -0.33 -2.01 0.15
C 3.5848 -0.8445 0.4038 -0.37 -0.26 0.49
C 3.9570 -0.6312 1.9405 1.31 -0.33 -0.39
C 5.0035 0.5403 2.2135 -0.02 -0.80 0.83
F 4.4042 1.4410 3.1809 0.83 -0.62 -1.32
C 3.6949 2.6489 -2.4710 0.28 0.59 -1.30
F 3.3634 1.4560 -3.1299 0.98 2.25 1.36
F 3.1834 3.6809 -3.2613 1.60 -1.65 0.93
F 5.0765 2.7252 -2.2950 -2.45 -0.08 -1.15
H 0.5354 0.6116 0.8782 0.49 0.26 -0.25
H 1.2178 -0.2671 -1.8463 0.23 0.48 0.35
H 3.1898 -1.9146 0.3181 0.48 1.43 -0.09
H 4.4632 -0.7450 -0.3091 -0.76 -0.13 1.09
H 3.0703 -0.4445 2.6191 0.89 -0.20 -0.96
H 4.4676 -1.5967 2.2982 -0.76 1.22 -0.23
H 5.9307 0.1309 2.7475 -1.24 0.53 -0.69
H 5.3627 1.0763 1.2851 -0.91 -0.20 1.12
C 1.0910 -7.0227 1.8992 -0.28 -0.16 0.07
C 1.6787 -5.6059 2.1061 0.65 -1.95 -0.12
C 1.9008 -5.3608 3.6108 -0.18 0.35 0.15
C 0.5989 -5.1518 4.3766 -0.05 -0.05 0.00
C -0.2364 -4.0466 3.7396 0.50 0.00 0.12
C -0.4574 -4.2241 2.2235 -2.21 -0.20 -0.03
N 0.7901 -4.5793 1.4855 2.04 3.05 1.42
O 1.5112 -3.4508 1.3442 -1.06 -1.70 -0.44
C -1.5317 -5.3062 1.9689 -0.01 -0.38 0.14
C -1.1155 -2.9276 1.6869 0.74 0.19 -0.18
C 3.0582 -5.6808 1.4079 -0.09 0.72 -0.15
H 1.8615 -7.7886 2.0251 0.09 0.24 0.00
H 0.3135 -7.2826 2.6154 -0.08 0.09 -0.08
H 0.6873 -7.1397 0.8898 -0.01 0.09 0.08
H 2.5364 -4.4794 3.7559 -0.06 0.01 -0.21
H 2.4455 -6.2026 4.0515 0.00 -0.04 -0.26
H 0.0241 -6.0822 4.4258 0.03 -0.01 -0.05
H 0.8267 -4.8830 5.4127 -0.03 -0.03 -0.05
H -1.2011 -3.9874 4.2525 -0.06 0.02 -0.26
H 0.2658 -3.0903 3.9283 0.00 -0.03 -0.22
H -1.6109 -5.5357 0.9028 0.10 0.03 0.07
H -2.5165 -4.9635 2.2980 0.18 0.18 -0.01
H -1.3560 -6.2353 2.5088 0.09 -0.01 -0.08
H -0.5286 -2.0354 1.9159 0.10 -0.17 -0.17
H -2.0973 -2.7749 2.1430 0.11 -0.30 0.08
H -1.2584 -2.9759 0.6040 0.09 -0.01 0.08
H 2.9443 -5.8738 0.3371 -0.04 0.08 0.08
H 3.6598 -6.4909 1.8288 -0.31 -0.04 0.10
H 3.6451 -4.7687 1.5319 -0.24 0.05 -0.09
C -1.7266 5.3905 -1.1461 -0.01 0.33 -0.08
C -2.1482 3.9892 -1.6484 1.64 0.89 1.19
C -1.3955 3.6672 -2.9526 -0.22 -0.08 -0.36
C -1.9052 4.4690 -4.1453 -0.02 0.05 0.04
C -3.4131 4.3086 -4.3079 0.37 -0.31 0.04
C -4.2141 4.5835 -3.0184 -1.10 1.66 -0.61
N -3.6340 3.9209 -1.8141 0.03 -3.64 -1.73
O -3.9808 2.6192 -1.8625 0.06 1.97 0.62
C -4.3115 6.1062 -2.7713 0.26 0.28 -0.01
C -5.6834 4.1649 -3.2763 0.19 -0.62 0.33
C -1.6388 3.0411 -0.5383 -0.53 -0.44 -0.15
H -0.7302 5.3607 -0.6973 -0.10 -0.28 -0.10
H -1.6595 6.1371 -1.9363 -0.12 0.01 0.00
H -2.4125 5.7581 -0.3773 -0.03 -0.06 -0.10
H -1.4887 2.5995 -3.1839 -0.13 0.04 0.16
H -0.3251 3.8561 -2.8232 -0.13 0.00 0.30
H -1.6453 5.5271 -4.0403 -0.01 -0.02 0.04
H -1.4038 4.1241 -5.0549 -0.03 0.05 0.04
H -3.7583 4.9697 -5.1094 -0.20 0.04 0.18
H -3.6107 3.2864 -4.6525 -0.08 0.01 0.21
H -4.7644 6.3167 -1.7986 0.09 -0.09 -0.03
H -4.9387 6.5856 -3.5287 -0.01 -0.24 -0.01
H -3.3542 6.6210 -2.8237 0.01 -0.09 0.12
H -5.7701 3.1259 -3.6017 0.12 0.05 0.22
H -6.1256 4.7735 -4.0699 0.28 0.13 0.08
H -6.2952 4.2966 -2.3793 0.10 -0.04 -0.02
H -2.1353 3.2498 0.4146 -0.05 0.00 -0.11
H -0.5645 3.1679 -0.3858 -0.12 0.24 -0.21
H -1.7892 1.9872 -0.7797 -0.17 0.13 -0.02